# 1
{
  "formula": "C28H47BrN2OP2Sn",
  "method": "wB97M-V/def2-TZVPD",
  "total_charge": 4,
  "orbital_gap_ev": [5.121, 5.123],
  "e_lumo_ev": [-14.8, -14.8],
  "e_tot_ha": -4749.2466,
  "e_above_lowest_kcal_mol": 0.0,
  "e_homo_ev": [-19.95, -19.95],
  "species": ["N", "C", "C", "C", "C", "C", "C", "Sn", "P", "C", "C", "C", "C", "C", "C", "C", "Br", "H", "H", "H", "H", "H", "H", "H", "H", "H", "H", "P", "C", "C", "H", "H", "H", "H", "H", "C", "C", "H", "H", "H", "H", "H", "C", "C", "H", "H", "H", "H", "H", "C", "C", "H", "H", "H", "H", "H", "C", "C", "H", "H", "H", "H", "H", "C", "C", "H", "H", "H", "H", "H", "C", "N", "C", "C", "O", "H", "H", "H", "H", "H", "H", "H"],
  "coordinates": [[3.16005, 4.44514, -3.11030], [3.35158, 3.27523, -3.71803], [2.52834, 2.16633, -3.47305], [1.43336, 2.31449, -2.59747], [1.24943, 3.55431, -1.95986], [2.14961, 4.59681, -2.25929], [0.49485, 1.17610, -2.38987], [0.17045, 0.70222, -0.28585], [-1.94333, -0.62417, 0.15448], [-0.91166, 1.44522, -2.10992], [-1.98261, 0.51002, -2.52986], [-3.37956, 0.88109, -2.40581], [-4.32686, -0.07474, -2.23904], [-3.93347, -1.50769, -2.09685], [-2.80851, -1.72286, -3.09682], [-1.70544, -0.78750, -2.90544], [-2.44306, -3.59826, -2.80879], [0.73933, 0.30963, -3.00680], [-1.23639, 2.48312, -1.98052], [2.72638, 1.21848, -3.97265], [0.43735, 3.73592, -1.25199], [4.18243, 3.19882, -4.42316], [2.02204, 5.57478, -1.78597], [-3.61616, 1.95008, -2.35450], [-0.70228, -1.10930, -3.16024], [-5.37151, 0.19669, -2.07475], [-3.21103, -1.67532, -4.11795], [1.60218, 1.01586, 2.02992], [-3.46030, -1.68575, -0.57867], [-4.72271, -1.58684, 0.26236], [-3.00762, -2.68488, -0.48982], [-4.78787, -2.17340, -2.26571], [-5.50190, -2.22240, -0.18580], [-4.59499, -1.92906, 1.29465], [-5.11279, -0.55969, 0.27743], [-2.81082, 0.85707, 0.88474], [-3.23911, 0.77811, 2.35057], [-3.66965, 1.06590, 0.23009], [-2.13142, 1.71681, 0.75808], [-3.78500, 1.69864, 2.60240], [-3.90937, -0.07293, 2.53730], [-2.38147, 0.71878, 3.03586], [-1.37099, -1.60383, 1.62688], [-2.32962, -2.55637, 2.34465], [-0.96235, -0.88222, 2.35147], [-0.51225, -2.19252, 1.26726], [-1.76226, -3.09256, 3.11922], [-3.14429, -2.03299, 2.86357], [-2.75296, -3.31654, 1.67672], [2.06753, -0.56118, 2.84646], [3.00809, -0.43192, 4.04258], [2.51035, -1.19913, 2.06648], [1.12967, -1.04888, 3.15334], [3.96926, 0.02435, 3.77751], [2.55854, 0.15070, 4.85624], [3.21739, -1.43247, 4.43832], [0.81324, 2.02871, 3.33863], [0.47445, 3.45365, 2.90248], [1.49938, 2.02789, 4.19950], [-0.09749, 1.49199, 3.65032], [1.36275, 4.00212, 2.56673], [-0.26845, 3.47094, 2.09512], [0.04962, 3.99848, 3.75362], [3.19234, 1.87535, 1.72060], [4.20257, 1.08573, 0.89000], [3.61051, 2.14381, 2.70442], [2.93592, 2.81809, 1.21227], [5.01998, 1.75242, 0.58778], [4.64887, 0.25868, 1.45753], [3.75930, 0.67633, -0.02762], [3.57266, -2.69062, -1.16464], [2.18360, -3.08348, -1.41059], [1.87945, -4.47882, -1.71001], [1.19565, -2.24362, -1.17903], [1.42743, -1.05865, -0.75579], [4.19764, -3.53132, -1.46903], [3.74325, -2.47669, -0.09910], [3.83420, -1.80343, -1.75620], [1.63349, -5.03651, -0.79285], [1.01567, -4.52672, -2.38512], [2.75568, -4.93293, -2.17942], [0.17167, -2.61672, -1.36339]],
  "forces_ev_per_angstrom": [[0.3, -0.2, -0.2], [-0.4, 0.0, 0.1], [-0.1, -0.3, 0.2], [0.3, -0.1, 0.8], [0.6, 0.5, -0.2], [-0.9, -0.6, 0.4], [-1.3, 3.1, -3.2], [1.6, -3.2, 3.5], [-2.5, -0.6, 1.9], [0.1, -0.6, -3.9], [0.9, -0.7, 0.5], [-1.2, 0.2, 0.6], [0.0, 1.5, 0.2], [1.0, 1.5, 0.9], [-1.3, -1.4, 0.1], [0.6, 1.0, -0.1], [1.2, -0.6, -0.6], [0.0, -0.3, 0.7], [0.3, -0.2, 0.5], [0.0, 0.2, 0.1], [0.2, 0.1, -0.1], [-0.2, 0.1, 0.2], [0.1, -0.3, -0.2], [-0.1, -0.4, -0.2], [0.0, -0.1, 0.2], [0.3, 0.1, -0.2], [0.1, 0.2, 0.0], [1.5, 0.7, 1.6], [0.3, -1.0, -1.3], [0.0, 0.6, 0.9], [-0.2, 0.3, 0.0], [0.5, 0.0, 0.0], [0.3, 0.1, 0.0], [0.0, 0.1, -0.3], [0.0, -0.3, 0.1], [0.1, 0.3, -0.3], [-0.1, 0.0, 0.2], [0.3, 0.0, 0.2], [-0.2, 0.1, 0.0], [0.1, -0.3, -0.1], [0.2, 0.4, 0.0], [-0.3, -0.1, -0.2], [0.4, -0.3, -0.3], [-0.3, -0.2, 0.3], [-0.1, 0.0, -0.2], [-0.1, 0.1, 0.1], [-0.1, 0.1, -0.2], [0.3, -0.2, -0.2], [0.1, 0.2, 0.2], [-0.8, -1.0, -1.0], [0.3, 0.7, 0.4], [-0.1, 0.1, 0.2], [0.2, 0.1, -0.1], [-0.2, -0.1, 0.1], [0.1, -0.2, -0.2], [-0.1, 0.1, -0.2], [-1.1, -0.1, -0.5], [0.1, 0.2, 0.0], [0.1, -0.2, -0.4], [0.2, 0.1, 0.1], [-0.2, -0.1, 0.1], [0.0, 0.0, 0.1], [0.1, -0.1, -0.2], [-0.2, 0.3, -0.9], [0.3, -0.1, -0.1], [-0.4, -0.1, -0.1], [0.1, -0.1, 0.2], [-0.2, -0.2, 0.1], [-0.2, 0.2, -0.1], [0.0, 0.1, 0.1], [0.4, 0.1, 0.0], [-1.3, 1.3, 0.7], [-0.4, -0.8, -0.2], [0.8, -1.3, -0.5], [-0.4, 1.5, 0.4], [0.0, 0.3, 0.1], [-0.1, -0.1, -0.3], [-0.1, -0.3, 0.1], [0.2, 0.2, -0.3], [0.3, -0.1, 0.1], [-0.3, 0.1, 0.0], [0.4, 0.1, 0.1]],
  "mulliken_charge": [-0.41, -0.55, -0.46, 0.62, -0.38, -0.65, 0.00, 0.95, 0.60, -0.79, 0.08, -0.35, -1.22, -0.43, -0.80, -0.41, -0.03, 0.67, 0.71, 0.51, 0.37, 0.43, 0.42, 0.57, 0.81, 0.52, 0.69, 0.72, -0.10, -1.63, 0.75, 0.79, 0.49, 0.30, 0.38, -0.49, -1.34, 0.43, 0.40, 0.49, 0.24, 0.17, 0.54, -1.66, -0.20, 0.59, 0.46, 0.29, 0.37, -0.11, -1.28, -0.01, 0.39, 0.33, 0.36, 0.43, -0.57, -1.15, 0.53, 0.35, 0.32, 0.23, 0.44, -0.70, -1.12, 0.55, 0.43, 0.46, 0.29, 0.18, -0.74, 0.13, -0.83, 0.01, -0.52, 0.37, 0.27, 0.29, 0.35, 0.35, 0.33, 0.13]
}

# 2
{
  "formula": "C28H47BrNOP3Pd",
  "method": "wB97M-V/def2-TZVPD",
  "total_charge": 0,
  "orbital_gap_ev": 6.449,
  "e_lumo_ev": 0.4,
  "e_tot_ha": -4951.0644,
  "e_above_lowest_kcal_mol": 0.0,
  "e_homo_ev": -6.01,
  "species": ["C", "C", "C", "C", "N", "C", "C", "C", "C", "C", "C", "C", "C", "C", "Pd", "P", "H", "H", "H", "H", "H", "H", "H", "H", "C", "C", "H", "H", "H", "H", "H", "C", "C", "H", "H", "H", "H", "H", "C", "C", "H", "H", "H", "H", "H", "Br", "P", "C", "C", "H", "H", "H", "H", "H", "C", "C", "H", "H", "H", "H", "H", "C", "C", "H", "H", "H", "H", "H", "C", "P", "C", "C", "O", "H", "H", "H", "H", "H", "H", "H", "H", "H"],
  "coordinates": [[-2.35251, -3.23509, -0.98345], [-2.57707, -1.84475, -1.06588], [-3.84867, -1.33829, -0.72352], [-4.82672, -2.24205, -0.28463], [-4.58788, -3.54873, -0.18100], [-3.40557, -4.04891, -0.53829], [-1.50392, -0.92914, -1.36757], [-0.74918, -0.16993, -2.04614], [-0.25797, 0.39389, -3.27633], [0.81033, 1.30814, -3.29939], [1.23555, 1.87658, -4.49933], [0.59322, 1.50581, -5.68935], [-0.46071, 0.57559, -5.69310], [-0.87638, 0.01703, -4.48564], [-0.11038, 0.15236, 0.05928], [-0.64108, -0.89084, 2.09191], [-4.07199, -0.27398, -0.77880], [-1.38820, -3.67199, -1.23525], [-5.82275, -1.87962, -0.01065], [-3.27305, -5.13373, -0.46972], [-1.68049, -0.72033, -4.44273], [1.34785, 1.53038, -2.37796], [-0.94241, 0.29910, -6.62912], [2.05513, 2.59275, -4.50954], [0.35505, -0.32296, 3.53359], [-0.27399, -0.40931, 4.92305], [0.63443, 0.71745, 3.30760], [1.28319, -0.91371, 3.50055], [0.43578, -0.00695, 5.65584], [-1.19252, 0.18282, 5.00986], [-0.48787, -1.44019, 5.23164], [-2.41195, -0.54299, 2.49294], [-3.18261, -1.56466, 3.32882], [-2.91378, -0.41991, 1.51990], [-2.43387, 0.44385, 2.98042], [-4.21543, -1.21003, 3.44835], [-3.24162, -2.54520, 2.83840], [-2.77807, -1.69028, 4.34231], [-0.46998, -2.71935, 2.04451], [-0.36629, -3.47483, 3.36903], [0.42721, -2.90865, 1.43690], [-1.31992, -3.09416, 1.45652], [-0.27344, -4.54669, 3.15627], [0.51801, -3.18873, 3.94913], [-1.25576, -3.36266, 4.00000], [1.16006, 2.27849, -7.31514], [-0.52978, 2.43785, 0.19619], [-1.27527, 2.89915, 1.81286], [-1.21911, 4.36942, 2.22000], [-0.76127, 2.28123, 2.56881], [-2.31926, 2.55198, 1.78386], [-1.69369, 4.47549, 3.20231], [-0.19046, 4.73354, 2.32274], [-1.77188, 5.02807, 1.53841], [0.94724, 3.50220, -0.04578], [0.71623, 4.91366, -0.57958], [1.60723, 2.94138, -0.72550], [1.45469, 3.53776, 0.93009], [1.68496, 5.41843, -0.66707], [0.26692, 4.91412, -1.57969], [0.10375, 5.53297, 0.08778], [-1.72467, 2.86450, -1.13511], [-2.63918, 4.06604, -0.90322], [-2.32411, 1.95799, -1.30315], [-1.12708, 3.00092, -2.04829], [-3.30838, 4.16106, -1.76623], [-3.27246, 3.93558, -0.01876], [-2.09351, 5.01468, -0.82775], [4.62949, -1.65224, -2.09778], [3.30949, -1.35429, -0.88891], [2.78739, -3.04573, -0.52694], [4.14267, -0.37955, 0.38464], [2.15411, -0.57377, -1.44735], [4.33274, -1.15928, -3.02794], [4.75508, -2.72653, -2.24955], [5.57656, -1.25150, -1.73376], [3.66830, -3.69864, -0.43320], [2.17096, -3.09974, 0.38016], [2.18110, -3.36259, -1.39332], [3.80484, 0.66232, 0.26837], [3.92080, -0.71714, 1.40392], [5.22721, -0.42130, 0.20682]],
  "forces_ev_per_angstrom": [[-0.8, -0.1, 0.2], [0.3, 0.1, 0.4], [-0.3, -0.7, 0.1], [0.9, 0.3, -0.4], [-0.6, -0.5, 0.2], [0.5, 0.9, -0.3], [1.2, 0.8, -1.0], [-0.8, -0.9, 1.5], [0.1, 0.2, -0.5], [-0.1, -0.1, -0.2], [-0.5, -0.3, -0.2], [-0.3, -0.3, 0.7], [0.4, 0.2, 0.2], [0.3, 0.3, 0.1], [-1.2, -0.6, -0.5], [0.4, 0.6, -1.1], [0.2, -0.2, 0.0], [-0.2, 0.2, 0.0], [0.3, -0.2, 0.0], [-0.1, 0.4, 0.0], [0.2, 0.3, -0.1], [-0.3, -0.1, -0.2], [0.1, 0.1, 0.2], [-0.2, -0.2, -0.1], [-0.2, -0.2, 0.2], [0.3, 0.0, 0.4], [0.0, -0.3, 0.0], [-0.1, 0.2, 0.0], [-0.2, 0.0, 0.0], [0.1, -0.1, -0.1], [0.0, 0.3, -0.2], [0.0, -0.1, 0.1], [-0.4, 0.1, 0.2], [0.2, 0.0, 0.3], [0.0, -0.2, -0.1], [0.1, -0.1, 0.0], [0.1, 0.2, 0.1], [0.0, 0.0, -0.3], [0.0, -0.1, 0.4], [-0.1, -0.5, 0.0], [-0.3, 0.1, 0.2], [0.2, 0.1, 0.1], [0.0, 0.1, 0.1], [-0.2, 0.1, -0.1], [0.2, 0.1, -0.2], [0.0, 0.0, -0.2], [0.9, -1.5, -0.2], [0.0, 0.4, -0.1], [-0.3, 0.2, 0.4], [-0.2, 0.2, -0.3], [0.2, 0.0, 0.0], [0.1, 0.1, 0.0], [-0.2, -0.1, -0.1], [0.3, -0.2, 0.1], [-0.3, 0.5, 0.0], [0.4, 0.4, 0.0], [-0.2, 0.2, 0.3], [0.0, -0.1, -0.2], [-0.1, 0.1, -0.1], [0.0, -0.1, 0.2], [0.1, -0.2, -0.2], [-0.1, 0.4, 0.2], [-0.2, 0.1, -0.4], [0.2, 0.2, 0.1], [-0.1, -0.1, 0.2], [0.0, 0.1, 0.1], [0.2, 0.1, -0.1], [-0.1, -0.3, 0.1], [0.1, 0.0, -0.1], [-1.0, 0.8, -1.3], [0.2, -0.2, 0.7], [0.3, -0.2, 0.6], [0.5, -0.3, 0.3], [0.2, -0.1, 0.1], [0.0, 0.1, -0.2], [0.0, 0.0, -0.2], [-0.4, 0.1, 0.1], [0.2, 0.0, -0.3], [0.3, 0.2, 0.3], [0.0, -0.5, 0.0], [0.0, 0.1, -0.2], [-0.3, 0.0, 0.3]],
  "mulliken_charge": [-0.49, -0.08, -0.17, -0.50, -0.65, -0.27, 0.79, -1.26, 1.38, 0.03, -1.05, 0.06, -0.56, -0.54, -0.63, 0.72, 0.46, 0.43, 0.36, 0.38, 0.46, 0.50, 0.42, 0.43, -0.48, -1.31, 0.51, 0.49, 0.43, 0.24, 0.24, -0.06, -1.57, -0.02, 0.40, 0.47, 0.24, 0.26, 1.32, -1.43, -0.64, -0.21, 0.45, 0.30, 0.25, -0.21, 0.87, -0.14, -1.49, 0.05, 0.28, 0.47, 0.26, 0.24, -0.45, -1.35, 0.36, 0.47, 0.46, 0.27, 0.21, -0.28, -1.44, 0.23, 0.19, 0.48, 0.29, 0.23, -1.45, 1.13, -0.96, -1.11, -0.49, 0.29, 0.41, 0.41, 0.45, 0.01, 0.30, 0.22, 0.29, 0.45]
}

no.,molar mass (g/mol)
1,688.3
2,692.9